Entry 1:
Below is a molecular structure, C7H32BCuN14O7, with properties calculated with ωB97M-V/def2-TZVPD.

```
62
Properties=species:S:1:pos:R:3:forces:R:3:lowdin_spin:R:1
Cu 0.2077 -2.7068 0.0210 -1.7 1.6 1.3 0.7734
B -0.0787 -0.4175 0.1431 -0.4 -0.8 0.0 0.0278
H 0.1102 -0.7909 -0.8514 0.5 -1.3 -4.2 0.0077
H -1.0905 -0.5861 0.4777 -3.6 -0.6 0.9 -0.0002
H 0.5471 -1.0126 0.7900 2.6 -1.8 3.2 0.0117
H 0.0991 0.6437 0.2244 1.4 3.4 0.0 0.0123
C -2.6412 -2.1131 -1.4931 2.7 -0.7 -1.7 0.0098
O -1.6039 -2.7106 -1.1171 1.6 -1.5 0.2 0.0832
N -3.1175 -2.1532 -2.7054 0.5 -2.7 -3.8 0.0059
N -3.2570 -1.2394 -0.8528 -3.3 4.1 5.4 0.0019
H -3.9497 -1.6954 -3.0489 0.4 0.0 0.2 0.0007
H -2.5710 -2.6933 -3.3608 -0.4 0.0 -0.2 0.0000
H -4.1132 -0.8702 -1.2411 0.3 0.3 0.4 0.0000
H -2.9845 -0.9486 0.0753 0.0 -0.1 -0.2 0.0000
C 0.2281 2.3108 2.8346 -0.5 0.7 -0.1 0.0000
O 0.1456 3.0946 1.9587 -0.1 2.4 -4.2 0.0005
N -0.0899 2.6072 4.0395 -0.9 1.0 5.0 0.0000
N 0.5395 1.0575 2.7160 1.9 -4.5 -0.9 0.0000
H -0.5021 3.5054 4.2478 0.4 -0.3 0.3 0.0000
H 0.1565 1.9027 4.7200 -0.6 0.9 0.6 0.0000
H 0.5841 0.6684 1.7850 -0.1 -0.1 0.4 0.0002
H 0.6800 0.4801 3.5327 -0.3 0.0 -0.4 0.0000
C -2.0630 1.8559 -2.0292 -1.2 -0.5 -1.7 0.0001
O -2.9564 2.1875 -2.7798 -0.5 0.4 -1.0 0.0004
N -2.0277 2.1886 -0.7605 -0.7 1.3 3.6 0.0009
N -1.0787 1.0312 -2.2735 2.3 -2.4 -2.3 0.0004
H -1.5426 1.4559 -0.2626 -0.4 0.6 0.9 0.0005
H -2.9698 2.4164 -0.4767 0.2 0.2 0.7 0.0000
H -0.9528 0.6106 -3.1831 0.1 0.3 -0.2 0.0000
H -0.4873 0.6566 -1.5455 -0.2 0.5 -0.6 0.0001
C 2.4343 3.1205 -0.8709 0.7 1.0 -2.9 0.0000
O 3.3027 3.5949 -1.5643 1.4 1.6 -1.4 0.0000
N 1.1516 3.1745 -1.0568 -3.5 1.4 -1.1 0.0003
N 2.6870 2.2305 0.0072 1.8 -3.3 3.9 0.0001
H 0.5978 2.8966 -0.2592 -0.8 0.7 -0.3 0.0001
H 0.7988 3.7679 -1.7940 -0.3 -0.1 0.4 0.0000
H 1.8562 1.7050 0.2390 1.1 -0.6 1.0 0.0001
H 3.6666 2.1547 0.2408 -0.5 -0.6 0.5 0.0000
C 2.9550 -2.0765 1.4620 3.5 2.1 -0.7 0.0058
O 1.9893 -2.7932 1.4243 -4.1 -2.6 -0.7 0.0355
N 2.9298 -0.8049 1.8651 -0.5 1.1 0.5 0.0018
N 4.1695 -2.5265 1.0668 -0.4 -0.3 0.0 0.0064
H 2.0749 -0.4158 2.2365 0.3 -0.1 -0.3 0.0004
H 3.6741 -0.1421 1.7012 0.0 -0.4 0.2 0.0001
H 4.9578 -1.9007 0.9825 0.0 -0.6 0.2 0.0004
H 4.2221 -3.5339 1.0184 0.5 0.3 -0.3 0.0001
C -2.2764 -3.1100 2.3705 2.0 0.2 0.8 0.0007
O -1.2047 -2.9509 1.7504 -0.6 -0.4 -0.3 0.0100
N -3.3468 -3.8073 2.1783 -3.6 -2.6 -3.3 -0.0001
N -2.4598 -2.6341 3.5914 2.8 2.9 2.5 0.0004
H -4.0707 -3.5823 2.8458 -0.2 -0.6 -0.7 0.0000
H -3.6676 -4.1524 1.2850 0.3 0.0 0.0 0.0000
H -1.5979 -2.2373 3.9376 -0.5 0.2 0.7 0.0000
H -3.2180 -2.8572 4.2203 0.5 0.1 -0.1 0.0001
C 1.5689 0.8092 -3.8164 -1.8 1.5 -3.3 0.0000
O 0.7353 0.3201 -4.5892 -0.1 -0.7 0.3 0.0000
N 2.1470 0.1409 -2.8686 1.3 -2.2 2.7 0.0002
N 1.9383 2.0797 -3.9830 0.2 0.8 -0.1 0.0000
H 1.9744 -0.8535 -2.9059 0.3 0.3 0.4 -0.0001
H 2.7893 0.5788 -2.2237 0.0 -0.3 -0.1 0.0000
H 1.4681 2.5207 -4.7604 0.3 0.3 0.4 0.0000
H 2.5324 2.5496 -3.3149 0.0 0.5 -0.3 0.0000
```
Forces are in eV/Å.

total charge	+1
LUMO energy (alpha / beta)	-4.05 / -7.18	eV
E_HOMO (alpha / beta)	-11.3 / -11.3	eV
frontier orbital gap (alpha / beta)	0.26566 / 0.15054	hartree
multiplicity	2

Entry 2:
Below is a molecular structure, C7H34AsF6N14O10, with properties calculated with ωB97M-V/def2-TZVPD.

```
72
Properties=species:S:1:pos:R:3:forces:R:3:mulliken_charge:R:1
As -0.4742 -0.6420 0.7086 -1.9 0.4 0.4 1.9298
F -2.0385 -0.4593 -0.0546 0.9 -0.7 0.6 -0.5168
F -0.6611 -2.3441 1.1116 0.0 0.8 -0.3 -0.5663
F 1.0935 -0.6701 1.3731 0.3 0.1 0.0 -0.4346
F -0.2623 1.1016 0.3450 0.0 -1.3 0.0 -0.4761
F -1.1819 -0.2003 2.3100 0.6 -0.4 -1.5 -0.6279
F 0.1494 -1.0837 -0.9071 -0.2 0.3 1.0 -0.3005
C 4.3831 -2.6754 -1.7718 -0.9 -0.7 -0.9 0.5797
O 3.7052 -3.6465 -1.4477 0.8 0.0 0.1 -0.6331
N 5.5399 -2.7584 -2.4929 0.1 -0.8 0.3 -0.4352
N 3.9001 -1.4336 -1.6292 -0.3 0.2 0.3 -0.2443
H 5.8882 -3.7026 -2.5152 0.5 0.3 -0.2 0.2521
H 6.1206 -1.9537 -2.6394 0.2 -0.2 0.0 0.1856
H 3.0263 -1.4772 -1.1283 0.2 1.0 0.2 0.1264
H 4.5127 -0.6401 -1.6978 -0.5 0.3 0.3 0.1964
C -2.0863 4.4799 -1.7363 0.9 0.7 -0.3 0.5669
O -2.6466 4.7304 -2.7902 -0.3 -0.5 -0.3 -0.6794
N -2.4849 4.9927 -0.5516 -0.1 0.0 0.1 -0.4004
N -0.8925 3.8140 -1.6345 -0.3 0.0 -0.5 -0.2747
H -1.8409 4.8916 0.2161 -0.7 0.0 0.5 0.2062
H -3.4187 5.3562 -0.5164 0.3 0.3 0.3 0.2391
H -0.5583 3.4111 -2.4922 0.2 -0.2 0.2 0.1924
H -0.6234 3.4362 -0.7445 0.2 -0.2 -0.1 0.1388
C 3.5936 1.5285 4.1262 -0.6 0.5 -1.4 0.5367
O 4.7092 2.0077 4.0965 0.5 0.0 0.7 -0.6926
N 3.1502 0.6326 5.0234 0.4 -0.7 1.2 -0.3150
N 2.6911 1.8525 3.1391 -0.1 0.1 -0.3 -0.2351
H 3.8061 0.3874 5.7452 -0.1 -0.1 -0.1 0.2060
H 2.2274 0.2396 5.0733 0.0 0.2 -0.3 0.1892
H 1.7228 1.5746 3.1827 0.0 0.2 0.2 0.1139
H 2.8985 2.7525 2.7388 -0.2 -0.1 -0.2 0.2197
C 0.0137 -3.2369 -3.9756 -0.4 0.8 -1.7 0.4727
O 0.0963 -3.2885 -5.2088 0.3 -0.7 1.1 -0.6845
N 0.9596 -2.7800 -3.1270 1.2 0.9 0.4 -0.1489
N -1.0986 -3.5447 -3.2899 -1.0 -0.7 -0.6 -0.2481
H 0.5656 -2.1614 -2.4196 0.7 -0.5 0.0 -0.0136
H 1.8223 -2.4810 -3.5559 -0.1 0.2 0.1 0.2213
H -1.7963 -4.0417 -3.8168 -0.4 0.4 0.3 0.1993
H -1.2514 -3.1946 -2.3633 -0.2 -0.5 0.1 0.2120
C -4.2925 1.8758 1.3733 -0.9 1.0 1.3 0.7431
O -4.3244 1.3978 2.5039 0.6 0.1 -0.4 -0.6690
N -4.1887 1.1834 0.2402 0.1 -1.1 -0.5 -0.2997
N -4.4656 3.2159 1.1251 -0.4 -0.6 0.6 -0.4354
H -3.9617 0.2095 0.3393 -0.2 0.1 -0.4 0.1006
H -4.5019 1.5983 -0.6154 0.3 -0.4 -0.3 0.1460
H -4.3438 3.8288 1.9111 -0.1 0.2 -0.4 0.2277
H -4.4515 3.4770 0.1606 0.4 0.8 0.2 0.1885
C 2.1985 1.4551 -2.0067 1.8 1.8 -0.1 0.4188
O 3.0461 2.2323 -2.4440 0.0 -0.1 0.1 -0.7443
N 2.2167 1.0005 -0.7301 -1.7 -1.5 -0.2 0.0469
N 1.1742 1.0781 -2.8098 -0.7 -0.3 -0.6 -0.2302
H 1.3048 0.5742 -0.5588 1.2 0.4 0.5 -0.0875
H 2.6045 1.5117 0.0436 0.2 0.3 -0.3 0.1784
H 0.5968 0.2657 -2.6758 0.1 0.0 0.2 0.1413
H 1.3074 1.3996 -3.7547 0.0 -0.2 0.0 0.2509
C -3.5027 -3.9264 -0.8012 0.7 0.5 -1.1 0.6971
O -4.4004 -3.8030 -1.6376 0.2 -0.2 1.2 -0.7031
N -2.4511 -4.7612 -0.9468 0.2 -1.1 -0.6 -0.3827
N -3.2478 -3.1477 0.2818 -2.6 0.1 -0.8 -0.3367
H -1.8239 -4.7854 -0.1665 0.4 -0.8 -0.3 0.1548
H -2.5087 -5.4907 -1.6367 0.3 0.0 0.2 0.2171
H -4.0500 -2.5543 0.4289 0.8 0.6 0.9 0.1826
H -2.3506 -3.1995 0.7173 -0.2 0.7 0.6 0.1560
O 2.2968 -2.2557 3.3653 0.1 -0.1 0.2 -0.6629
H 1.9523 -2.7375 2.6077 -0.1 0.1 0.0 0.2969
H 2.6983 -1.4674 2.9872 0.0 0.0 0.0 0.3393
O -1.0278 3.1990 1.6392 0.0 0.4 -0.3 -0.5806
H -1.2726 2.8390 2.4975 0.0 0.2 0.3 0.2854
H -0.8251 2.4142 1.1124 -0.2 0.2 0.2 0.2970
O -0.7160 1.8729 4.1563 0.2 -0.3 -0.1 -0.6591
H -1.0485 1.6220 5.0223 -0.1 0.0 0.0 0.3017
H -0.9006 1.1046 3.5879 -0.1 0.1 0.2 0.3639
```
Forces are in eV/Å.

total charge	-1
LUMO energy	1.96	eV
E_HOMO	-7.3	eV
frontier orbital gap	0.33934	hartree
multiplicity	1

Entry 3:
Below is 12 unconnected molecules or ions with the total composition C7H35NO11, with properties calculated with ωB97M-V/def2-TZVPD.

```
54
Properties=species:S:1:pos:R:3:forces:R:3:mulliken_charge:R:1
C 1.9576 -3.3441 -0.5923 0.4 -0.7 0.3 -0.9454
C 1.1760 -2.3271 -0.9112 0.3 0.5 0.6 -0.5860
C 1.0934 -1.0857 -0.0693 0.3 -0.7 -0.8 0.5208
C -0.0819 -1.0571 0.8704 0.9 1.3 0.1 1.8881
C 0.4302 -1.3472 2.2946 -0.7 0.5 0.1 -1.5416
C 2.0698 -0.1603 -0.1324 -0.1 -0.3 0.2 0.8809
C 3.3759 -0.3942 -0.8316 0.3 0.1 -1.7 -1.7313
N 1.9033 1.1289 0.4787 -0.7 -0.8 0.1 -0.1933
H 2.1239 -4.2739 -1.1241 -0.5 0.2 -0.5 0.3122
H 2.5677 -3.3227 0.3062 -0.1 0.4 0.1 0.2823
H 0.5390 -2.2923 -1.7874 0.0 -0.4 -0.1 0.3478
H -0.9012 -1.6985 0.5603 0.1 -0.1 0.0 0.5132
H -0.4374 -0.0204 0.8808 -0.1 0.0 0.2 -1.8049
H 1.4289 -0.9471 2.4602 0.2 -0.2 -0.2 0.3119
H -0.1925 -0.7856 2.9922 -0.2 -0.4 0.2 0.3680
H 0.3983 -2.4050 2.5258 0.2 0.0 0.2 0.1847
H 4.2501 0.0750 -0.3852 -0.3 0.3 0.3 0.4025
H 3.2929 -0.0061 -1.8572 0.2 0.4 0.2 0.3082
H 3.6647 -1.4164 -1.0547 -0.4 -0.3 0.6 0.4623
H 2.5543 1.8288 0.1664 0.5 -0.1 0.3 0.3153
H 1.8377 1.0358 1.4876 0.1 0.6 0.0 0.1323
O 2.3468 2.1664 -2.2324 -0.2 0.1 -0.4 -0.6654
H 1.7011 1.7676 -1.6380 0.1 0.1 0.3 0.2850
H 1.8445 2.1265 -3.0629 0.3 0.0 0.0 0.3708
O 0.0222 1.4300 -3.4508 0.4 0.6 -0.4 -0.6914
H -0.7491 1.2313 -4.0136 0.0 -0.5 0.4 0.3579
H 0.0230 0.8699 -2.6681 -0.5 -0.4 -0.2 0.2901
O -0.1248 3.6464 -1.7877 -0.3 0.1 -0.3 -0.6751
H 0.7271 3.9486 -2.1216 0.0 0.0 0.1 0.3082
H -0.3893 2.9704 -2.4430 0.2 0.2 0.2 0.3711
O -1.0014 -4.3341 1.3954 -0.9 -0.5 0.4 -0.6391
H -1.0480 -4.1688 0.4511 0.5 0.3 0.0 0.3117
H -0.1875 -4.0065 1.7733 0.3 0.1 -0.5 0.3478
O -2.4024 0.4109 -4.1798 0.2 -0.2 -0.7 -0.6984
H -2.2339 -0.4445 -3.7700 -0.1 0.0 0.1 0.3412
H -2.7716 0.9525 -3.4906 -0.3 0.2 0.6 0.3346
O -1.0703 1.5579 3.0083 -0.4 -0.5 0.2 -0.8561
H -0.8629 1.8418 2.0885 -0.1 0.6 0.1 0.4874
H -1.4521 2.2980 3.4790 -0.2 0.4 -0.1 0.3115
O 1.3506 1.4574 4.1710 1.2 1.3 -0.1 -0.6432
H 0.4325 1.6693 3.9473 0.0 -1.1 0.0 0.4002
H 1.5256 0.5712 4.4670 -0.7 -0.4 0.1 0.2901
O -2.8874 -2.3116 -0.7456 0.2 -0.7 -0.3 -0.6444
H -3.0405 -1.3931 -0.5200 0.0 0.3 0.1 0.3078
H -3.2641 -2.8678 -0.0597 -0.1 0.2 0.2 0.2917
O -3.6530 0.5015 1.7268 0.9 0.0 -1.2 -0.5769
H -4.4442 0.4326 2.2345 -0.6 0.1 0.7 0.2694
H -2.9693 0.9762 2.2158 -0.1 -0.1 0.4 0.3445
O -0.7618 2.4675 0.5571 -0.3 -0.3 0.5 -0.6533
H 0.0519 2.2139 0.0951 0.1 0.2 0.0 0.3333
H -1.1090 3.2637 0.1457 0.3 0.0 -0.3 0.2605
O -2.1438 0.4013 -1.0244 0.7 -0.6 0.1 -0.4286
H -2.8527 0.8783 -0.6323 -1.5 1.0 0.1 0.3064
H -1.6570 0.2904 -0.1930 0.5 -0.2 -0.5 -0.1774
```
Forces are in eV/Å.

total charge	0
SMILES	C=C/C(CC)=C(\C)N.O.O.O.O.O.O.O.O.O.O.O
LUMO energy	0.12	eV
E_HOMO	-8.4	eV
frontier orbital gap	0.31448	hartree
multiplicity	1

Computed values of electronic energy (unit: hartree) for the preceding records, in sequence: -3244.29802, -4641.60043, -1170.06664.
Computed values of max |F| (unit: eV/Å) for the preceding records, in sequence: 7.54, 2.75, 1.82.